No. 1
Density functional theory data (ωB97M-V with the def2-TZVPD basis set) for a 2-piece molecular cluster, C5H12NO overall.

Structure (ORCA input):
```
! RIJCOSX wB97M-V def2-TZVPD def2/J DEFGRID3
* xyz 0 2
N -1.1229 -3.0893 0.7733
C -0.4670 -1.9208 0.1534
O 0.6602 -1.5190 0.8107
H -0.8578 -3.9908 0.3194
H -0.6890 -3.0310 1.7080
H -0.2142 -2.2080 -0.9125
H -1.3397 -1.1992 0.1387
C -0.1487 1.3795 -2.1496
C 0.4670 1.0989 -0.8152
C 0.3856 1.8514 0.3032
C 0.7509 1.4273 1.6796
H -0.6325 2.3971 -2.1062
H 0.6424 1.3442 -2.9185
H -0.8340 0.5783 -2.4324
H 0.8499 0.0871 -0.7010
H 0.0628 2.8837 0.1857
H 0.9521 0.3147 1.6787
H 1.6791 1.9579 1.9462
H -0.1444 1.6381 2.3385
*
```

Its HOMO energy (spin up / spin down) is -8.83 / -8.83 eV. The value obtained for the energy relative to the best compared isomer or geometry (same formula, charge and spin) is 1.5436 eV. As for the expectation value of S²: 0.755.


No. 2
Density functional theory data (ωB97M-V with the def2-TZVPD basis set) for C9H16F3I2O3Si2 as an isolated structure.

Structure (ORCA input):
```
! RIJCOSX wB97M-V def2-TZVPD def2/J DEFGRID3
* xyz -1 1
O 4.8179 -0.1155 -0.9869
C 3.8317 -0.1864 -0.3067
O 2.9398 -1.1836 -0.4382
C 2.0808 -1.2438 0.7288
C 1.0679 -2.3703 0.6512
C 0.2853 -2.4326 -0.6892
C -1.2445 -2.2796 -0.5164
Si -1.9439 -0.5897 -0.8594
O -1.2190 0.2610 -2.1417
Si -0.0122 1.3171 -1.7752
I 0.7186 2.2612 -3.9525
C -0.4996 2.7787 -0.6992
C -0.3780 2.5628 0.8353
C -1.6781 2.6882 1.5724
F -2.5680 3.5499 1.0659
C -1.9557 1.9778 2.6467
F -1.2602 0.8964 2.9313
F -2.9154 2.2682 3.4962
H 3.5691 0.5765 0.4460
H 2.7125 -1.3223 1.6163
H 1.5241 -0.3015 0.7876
H 0.3843 -2.2187 1.4864
H 1.6082 -3.3023 0.8295
H 0.4347 -3.4605 -1.0465
H 0.7164 -1.7832 -1.4500
H -1.8190 -3.0897 -1.1569
H -1.4505 -2.5160 0.5349
H -1.9625 0.2018 0.3961
H -3.3625 -0.7631 -1.2472
H 1.1312 0.5562 -1.2626
H 0.2017 3.5774 -0.9527
H -1.4755 3.1548 -1.0026
H 0.2802 3.3314 1.2491
H 0.1035 1.6173 1.0707
I -2.6632 -4.4178 -1.8604
*
```

Its HOMO energy is -3.22 eV.


No. 3
Density functional theory data (ωB97M-V with the def2-TZVPD basis set) for a 13-piece molecular cluster, C22H54N2O12 overall.

Structure (ORCA input):
```
! RIJCOSX wB97M-V def2-TZVPD def2/J DEFGRID3
* xyz -2 1
O -2.3191 11.1868 -12.8057
C -1.9381 11.6017 -14.0719
C -2.9512 12.4326 -15.0411
O -3.6806 13.4993 -14.5137
H -1.4227 10.7946 -14.6210
H -1.0685 12.2628 -13.9330
H -3.5488 11.6748 -15.5717
H -2.2215 12.7240 -15.8134
N -5.0942 10.9282 -19.4525
C -4.7968 10.4833 -18.2214
C -4.9924 9.2076 -17.8034
C -5.5707 8.2617 -18.6423
C -5.8312 8.6261 -19.9403
C -5.6266 9.9720 -20.2584
H -4.4250 11.2309 -17.5318
H -4.8080 8.9508 -16.7696
H -5.8335 7.2800 -18.2729
H -6.2411 8.0309 -20.7434
H -5.9020 10.3174 -21.2464
N 2.8166 11.0883 -15.8606
C 4.0913 11.2981 -15.5468
C 4.7248 10.7111 -14.4722
C 4.0427 9.7357 -13.7329
C 2.7260 9.4656 -14.1068
C 2.1487 10.1501 -15.1578
H 4.6702 12.0223 -16.1056
H 5.7760 10.8363 -14.2527
H 4.5553 9.1654 -12.9716
H 2.1187 8.6941 -13.6555
H 1.1498 9.8831 -15.4732
C -1.4651 15.6927 -16.6185
O -2.5514 15.7763 -15.7134
H -0.6287 16.3163 -16.2990
H -1.2778 14.6415 -16.8379
H -1.6557 16.0802 -17.6255
H -2.7782 14.9364 -15.2703
C 1.9083 12.8948 -12.6263
O 1.5378 12.2525 -11.4065
H 2.8087 12.4639 -13.0784
H 1.1800 12.9742 -13.4341
H 2.2750 13.8859 -12.3528
H 1.0723 11.4512 -11.6929
C -6.2136 15.3347 -16.0892
O -6.2630 14.3821 -15.0422
H -7.2160 15.4218 -16.5143
H -5.8160 16.3164 -15.8219
H -5.5895 14.9880 -16.9167
H -5.3771 13.9753 -14.9904
C -5.7409 10.6274 -13.3043
O -6.1100 11.6180 -12.3457
H -6.6216 9.9828 -13.3876
H -5.4449 11.0413 -14.2683
H -4.9497 10.0449 -12.8362
H -7.0430 11.7986 -12.4758
C -2.7812 7.6988 -12.7964
O -3.1822 8.5961 -11.7832
H -2.1069 6.9044 -12.4712
H -3.6256 7.3435 -13.3933
H -2.2123 8.2244 -13.5702
H -2.9373 9.4569 -12.1649
C 0.6143 12.5931 -17.9272
O 1.0236 13.2890 -16.7837
H 1.3927 11.8720 -18.1839
H -0.3714 12.1339 -17.8258
H 0.5350 13.3638 -18.6965
H 1.5697 12.7355 -16.2184
C -3.5905 17.5503 -12.9408
O -3.2904 16.1697 -12.9413
H -4.6256 17.8113 -13.1808
H -3.4600 17.9008 -11.9145
H -2.9452 18.1513 -13.5862
H -3.2303 15.9165 -13.8730
C 0.2425 8.7231 -11.3707
O 0.1560 9.9905 -11.9932
H 0.5658 8.0558 -12.1743
H 0.9808 8.7482 -10.5689
H -0.7144 8.3870 -10.9692
H -0.7303 10.1800 -12.3563
C -1.2079 11.0690 -8.8357
O -1.7251 11.7329 -9.9433
H -1.7652 10.1341 -8.7167
H -0.1358 10.8522 -8.8145
H -1.4011 11.6778 -7.9499
H -1.5202 11.2116 -10.7304
C -3.6487 13.9434 -18.9171
O -4.1077 13.3904 -20.1377
H -3.5757 15.0294 -18.8573
H -4.3581 13.6801 -18.1282
H -2.7035 13.5474 -18.5371
H -4.5476 12.5696 -19.8649
*
```

Its HOMO energy is -0.60 eV.


No. 4
Density functional theory data (ωB97M-V with the def2-TZVPD basis set) for an isolated molecule of C15H13N3O5.

Structure (ORCA input):
```
! RIJCOSX wB97M-V def2-TZVPD def2/J DEFGRID3
* xyz 0 1
C -2.2628 -0.3385 2.5101
N -1.5458 -0.2879 1.2145
C -0.4893 0.6500 0.9924
C 0.3521 0.1237 0.0320
C 1.5838 0.5608 -0.5098
O 2.2474 -0.1840 -1.2395
C 1.9887 1.8981 -0.4386
C 3.3014 2.2856 -0.7318
C 3.7921 3.5526 -0.7285
C 2.9561 4.6056 -0.6209
N 3.3849 5.9860 -0.6148
O 2.6851 6.7673 0.0294
O 4.3414 6.2591 -1.3660
C 1.5760 4.3382 -0.3160
C 1.0871 2.9986 -0.2963
C -0.2037 -1.1291 -0.3656
C -1.3238 -1.3381 0.3290
C -2.0855 -2.5908 0.2980
C -2.0115 -3.6079 -0.6467
C -2.8112 -4.7937 -0.5415
O -3.9673 -4.6949 -0.0110
N -2.3143 -6.0227 -1.0761
O -3.1163 -7.2566 -1.0279
H -2.1766 0.4944 3.1491
H -3.2965 -0.5839 2.4059
H -1.8356 -1.0605 3.1403
H -0.4865 1.5845 1.5827
H 3.9053 1.4365 -0.8518
H 4.9001 3.5998 -0.7869
H 0.9079 5.1496 -0.0472
H 0.1156 2.7651 -0.2439
H 0.1515 -1.8734 -1.0271
H -2.8224 -2.5529 1.0570
H -1.2302 -3.6257 -1.2980
H -1.2850 -6.1174 -1.2217
H -4.0120 -6.9974 -0.7325
*
```

Its HOMO energy is -8.81 eV. The value obtained for the energy relative to the best compared isomer or geometry (same formula, charge and spin) is 7.8042 eV. The SMILES is Cn1cc(C(=O)c2ccc([N+](=O)[O-])cc2)cc1/C=C/C(=O)NO.


No. 5
Density functional theory data (ωB97M-V with the def2-TZVPD basis set) for an isolated molecule of C5H8N2.

Structure (ORCA input):
```
! RIJCOSX wB97M-V def2-TZVPD def2/J DEFGRID3
* xyz 0 1
C -2.8577 -0.3891 -0.1272
N -1.5232 0.1166 0.2713
C -0.4667 -0.3747 -0.6709
C 0.6934 0.2015 -0.5577
C 2.8351 0.0197 0.5136
C 1.7283 0.8357 -0.0904
N -1.3478 0.9511 1.1277
H -3.0975 0.0284 -1.1106
H -3.5551 -0.0306 0.6263
H -2.8428 -1.4806 -0.1869
H -0.7654 -1.1066 -1.4135
H 3.6977 0.1123 -0.1542
H 2.5341 -1.0317 0.5223
H 3.1308 0.3235 1.5200
H 1.8442 1.9087 -0.2403
*
```

Its HOMO energy is -7.75 eV. The value obtained for the energy relative to the best compared isomer or geometry (same formula, charge and spin) is 4.6043 eV.


No. 6
Density functional theory data (ωB97M-V with the def2-TZVPD basis set) for C4H6O2 as an isolated structure.

Structure (ORCA input):
```
! RIJCOSX wB97M-V def2-TZVPD def2/J DEFGRID3
* xyz 0 1
O 0.7015 1.2761 0.7467
C 1.3682 0.3887 0.1762
C 0.6813 -0.5502 -0.7140
C -0.7307 -0.7051 0.1134
C -0.9872 0.7254 0.4136
O -1.8651 -0.9430 -0.4909
H 2.4128 0.2722 0.4959
H 1.2914 -1.4225 -0.9603
H 0.3472 -0.0749 -1.6438
H -0.4993 -1.3117 1.0190
H -1.5223 1.0257 1.3130
H -1.1977 1.3194 -0.4688
*
```

Its HOMO energy (spin up / spin down) is -8.26 / -8.26 eV. The value obtained for the energy relative to the best compared isomer or geometry (same formula, charge and spin) is 4.2716 eV.


no.,F_max (eV Å⁻¹)
1,1.93
2,5.43
3,2.39
4,6.05
5,0.64
6,0.47